[1]
# C3H4ClIN2S

A cluster of 2 separate species, C3H4ClIN2S in total (the ωB97M-V functional and the def2-TZVPD basis, the Open Molecules 2025 dataset).

The value obtained for the LUMO energy (alpha / beta) is -1.09 / -1.09 eV. The calculation puts the gap between HOMO and LUMO (alpha / beta) at 7.20 / 7.20 eV.

Geometry as XYZ:
```
12
C3H4ClIN2S (the ωB97M-V functional and the def2-TZVPD basis)
C 1.6187 -0.5884 -0.2410
C -1.3293 -3.6387 0.3158
C 1.1357 0.7731 -0.4952
N -2.1688 -3.0092 0.9469
N 0.9577 -1.6242 -0.1614
S 1.0994 -3.0956 0.1695
Cl -1.2743 -5.1525 -0.3977
I 3.8135 -0.6630 0.0007
H 0.8230 1.0176 0.4790
H 0.1990 0.8453 -0.9921
H 1.7831 1.4322 -1.0526
H -3.2463 -3.1087 1.0286
```

Atom charges from the natural (NBO) analysis, given in e for atoms 1 to 6:
1 C 0.25
2 C 0.24
3 C -0.70
4 N -0.66
5 N -0.66
6 S 0.40

***

[2]
# C3H4ClINP

A cluster of 2 separate species, C3H4ClINP in total (the ωB97M-V functional and the def2-TZVPD basis, the Open Molecules 2025 dataset).

The value obtained for the LUMO energy is -1.26 eV. Its SMILES is C/P=N/C#CI.Cl. The calculation puts the gap between HOMO and LUMO at 6.85 eV.

Geometry as XYZ:
```
11
C3H4ClINP (the ωB97M-V functional and the def2-TZVPD basis)
C -0.9472 0.4299 1.1085
C -2.0200 -0.1957 1.2030
C 2.6353 0.7500 -0.3136
N 0.2451 0.8175 0.7853
P 1.5312 1.7657 0.7787
Cl -3.1438 -2.6624 -2.2714
I -3.8648 -0.8353 1.7097
H 2.0463 0.2723 -1.0940
H 3.4097 1.3754 -0.7525
H 3.1163 -0.0220 0.2838
H -3.0080 -1.6954 -1.4377
```

Atom charges from the natural (NBO) analysis, given in e for atoms 1 to 6:
1 C 0.17
2 C -0.38
3 C -0.99
4 N -0.87
5 P 1.04
6 Cl -0.28

***

[3]
# C3H4ClN

A cluster of 2 separate species, C3H4ClN in total (the ωB97M-V functional and the def2-TZVPD basis, the Open Molecules 2025 dataset).

The value obtained for the LUMO energy is -1.25 eV. The calculation puts the gap between HOMO and LUMO at 9.41 eV.

Geometry as XYZ:
```
9
C3H4ClN (the ωB97M-V functional and the def2-TZVPD basis)
C 1.7608 -1.0488 -0.1376
C -1.0580 0.0349 0.2676
C 0.0841 0.5203 -0.5185
N 2.6253 -1.7162 0.1918
Cl 0.6868 1.9460 0.1121
H -1.4088 -0.9556 0.2079
H -1.9210 0.6769 0.2314
H -0.8334 0.3167 1.2429
H 0.0642 0.2257 -1.5975
```

Atom charges from the natural (NBO) analysis, given in e for atoms 1 to 6:
1 C 0.08
2 C -0.71
3 C -0.02
4 N -0.48
5 Cl 0.14
6 H 0.25

***

[4]
# C3H4ClNO

An isolated molecule of C3H4ClNO (the ωB97M-V functional and the def2-TZVPD basis, the Open Molecules 2025 dataset).

The value obtained for the LUMO energy is 0.90 eV. Its SMILES is O=CN/C=C/Cl. The calculation puts the gap between HOMO and LUMO at 9.95 eV.

Geometry as XYZ:
```
10
C3H4ClNO (the ωB97M-V functional and the def2-TZVPD basis)
C 0.8042 -0.3006 1.4832
C 0.4397 0.3454 0.3422
C -0.8646 0.0421 -1.6498
H 0.2301 -0.9986 2.1471
H 0.9577 1.1522 -0.1937
H -1.4247 -0.5178 0.2532
H 0.0167 0.6120 -2.0009
N -0.7300 -0.0691 -0.2922
O -1.7280 -0.4375 -2.3480
Cl 2.2989 0.1719 2.2589
```

Atom charges from the natural (NBO) analysis, given in e for atoms 1 to 6:
1 C -0.27
2 C -0.03
3 C 0.54
4 H 0.23
5 H 0.23
6 H 0.41

***

[5]
# C3H4ClNO

A structure of composition C3H4ClNO (the ωB97M-V functional and the def2-TZVPD basis, the Open Molecules 2025 dataset).

The value obtained for the LUMO energy (alpha / beta) is -1.39 / -2.09 eV. The calculation puts the gap between HOMO and LUMO (alpha / beta) at 7.96 / 6.72 eV.

Geometry as XYZ:
```
10
C3H4ClNO (the ωB97M-V functional and the def2-TZVPD basis)
C -1.8366 -0.8965 -0.0689
C 1.2192 0.0058 -0.3308
C 0.3380 0.7545 0.5579
N -2.4495 0.0270 -0.4946
O -1.0675 -1.7012 0.3238
Cl -0.9232 1.6892 0.0108
H 2.1155 0.7360 -0.7100
H 1.6840 -0.8057 0.2943
H 0.6344 -0.4883 -1.2418
H 0.2858 0.6791 1.6593
```

Atom charges from the natural (NBO) analysis, given in e for atoms 1 to 6:
1 C 0.66
2 C -0.72
3 C -0.10
4 N -0.65
5 O -0.57
6 Cl 0.37

***

[6]
# C3H4ClNO

A structure of composition C3H4ClNO (the ωB97M-V functional and the def2-TZVPD basis, the Open Molecules 2025 dataset).

The value obtained for the LUMO energy is 0.88 eV. The calculation puts the gap between HOMO and LUMO at 9.76 eV.

Geometry as XYZ:
```
10
C3H4ClNO (the ωB97M-V functional and the def2-TZVPD basis)
C 0.3648 0.4932 -1.2282
C 0.0313 -0.6704 0.6290
C -0.9999 0.4639 0.2360
N 0.9596 -0.4882 -0.4506
O 0.5716 1.0588 -2.2280
Cl -1.1663 1.8380 1.1757
H 0.4402 -0.4163 1.7567
H -0.3098 -1.7285 0.7341
H -1.8436 -0.0171 -0.0712
H 1.9521 -0.5334 -0.5535
```

Atom charges from the natural (NBO) analysis, given in e for atoms 1 to 6:
1 C 0.75
2 C -0.24
3 C -0.38
4 N -0.66
5 O -0.53
6 Cl 0.04

***

[7]
# C3H4ClNO2

A structure of composition C3H4ClNO2 (the ωB97M-V functional and the def2-TZVPD basis, the Open Molecules 2025 dataset).

The value obtained for the LUMO energy is -1.11 eV. The calculation puts the gap between HOMO and LUMO at 8.92 eV.

Geometry as XYZ:
```
11
C3H4ClNO2 (the ωB97M-V functional and the def2-TZVPD basis)
C 0.4423 1.8775 0.0881
C -0.5805 0.7501 -0.0348
C -0.0381 -0.6338 0.0027
N -1.8123 1.0945 -0.1843
O 1.6302 1.6480 0.0927
O -2.8968 -0.3869 -0.1021
Cl -4.4878 0.0336 -0.0164
H 0.0289 2.8257 0.0641
H 0.9335 -0.7618 -0.0616
H -0.4708 -1.0899 -0.9410
H -0.3622 -1.2661 0.8705
```

Atom charges from the natural (NBO) analysis, given in e for atoms 1 to 6:
1 C 0.41
2 C 0.10
3 C -0.67
4 N -0.03
5 O -0.46
6 O -0.50

***

[8]
# C3H4ClNOS

An isolated molecule of C3H4ClNOS (the ωB97M-V functional and the def2-TZVPD basis, the Open Molecules 2025 dataset).

The value obtained for the LUMO energy is 0.64 eV. Its SMILES is ClC[C@@H]1OC=NS1. The calculation puts the gap between HOMO and LUMO at 9.31 eV.

Geometry as XYZ:
```
11
C3H4ClNOS (the ωB97M-V functional and the def2-TZVPD basis)
C 1.4262 0.1316 0.5732
C -0.0603 0.4923 0.5039
C -1.5417 -0.7770 -0.7537
H 1.5873 -0.5104 1.4529
H 2.0278 1.0328 0.6649
H -0.3050 1.0482 1.4322
H -2.1352 -1.6727 -0.8436
N -1.5091 0.1753 -1.5915
O -0.9029 -0.6820 0.4377
S -0.5421 1.4692 -0.9777
Cl 1.9551 -0.7072 -0.8984
```

Atom charges from the natural (NBO) analysis, given in e for atoms 1 to 6:
1 C -0.41
2 C -0.08
3 C 0.37
4 H 0.23
5 H 0.23
6 H 0.21

***

[9]
# C3H4ClNS

A cluster of 2 separate species, C3H4ClNS in total (the ωB97M-V functional and the def2-TZVPD basis, the Open Molecules 2025 dataset).

The value obtained for the LUMO energy is 0.04 eV. The calculation puts the gap between HOMO and LUMO at 8.22 eV.

Geometry as XYZ:
```
10
C3H4ClNS (the ωB97M-V functional and the def2-TZVPD basis)
C 0.3275 -1.6791 0.6045
C -0.7835 0.8818 -1.6902
C 0.5135 0.5577 1.3635
N 0.3625 -0.7038 1.2757
S -0.8631 -0.7468 -1.6813
Cl 0.8709 -3.3258 0.7159
H -1.5810 1.4959 -1.2884
H -0.0414 1.4765 -2.3904
H -0.2511 1.1244 1.9020
H 1.4458 0.9191 1.1886
```

Atom charges from the natural (NBO) analysis, given in e for atoms 1 to 6:
1 C 0.20
2 C -0.58
3 C -0.20
4 N -0.33
5 S 0.09
6 Cl 0.05

***

[10]
# C3H4ClP

A cluster of 2 separate species, C3H4ClP in total (the ωB97M-V functional and the def2-TZVPD basis, the Open Molecules 2025 dataset).

The value obtained for the LUMO energy is -0.60 eV. Its SMILES is C=C1C=P1.Cl. The calculation puts the gap between HOMO and LUMO at 7.67 eV.

Geometry as XYZ:
```
9
C3H4ClP (the ωB97M-V functional and the def2-TZVPD basis)
C -1.4649 -1.1041 0.9020
C -0.1757 -0.6495 0.5218
C 1.0525 -0.3144 0.8295
P -1.4589 -0.8325 -0.7810
Cl -0.3304 2.8276 -2.4143
H -1.7348 -1.8925 1.5725
H 0.8776 2.3500 -2.7844
H 1.8561 0.1258 0.2503
H 1.3785 -0.5103 1.9037
```

Atom charges from the natural (NBO) analysis, given in e for atoms 1 to 6:
1 C -0.51
2 C -0.26
3 C -0.50
4 P 0.64
5 Cl -0.28
6 H 0.23

***

ΔE to the lowest compared entry with this formula, charge and spin for the records above, in order: 2.158 1.257 3.155 0.677 3.866 2.092 5.675 0.510 4.018 2.064 eV